ORCA calculation (wB97M-V/def2-TZVPD) on C3H7N3OS in the gas phase in a non-equilibrium geometry.

The geometry in XYZ format:
```
15
C3H7N3OS wB97M-V/def2-TZVPD
H -2.3918 -1.9984 0.3931
N -1.3938 -1.8480 0.0345
C -1.0018 -0.6610 0.1381
C -1.6479 0.6496 0.5432
O -0.8730 1.2522 1.6070
N 0.4267 -0.6416 -0.0711
C 1.2321 0.3629 -0.4827
N 2.4092 -0.1254 -0.9516
S 1.0083 2.0714 -0.4638
H -1.8384 1.3370 -0.3249
H -2.6207 0.3497 0.9287
H 0.1118 1.4297 1.1309
H 0.8417 -1.5878 -0.1429
H 3.1856 0.5422 -1.2045
H 2.5520 -1.1325 -1.1341
```

Computed properties:
Orbital gap (eV): 9.40
Energy above the lowest of the compared OMol25 structures with the same formula, charge and spin (kcal/mol): 31.9
Net charge: 0
SMILES string: [H]/N=C(\CO)NC(N)=S

Mulliken population analysis, charges in e, atoms 1 to 4:
1 H 0.264
2 N -0.709
3 C 0.624
4 C -0.538



ORCA calculation (wB97M-V/def2-TZVPD) on C31H67AlBrS as an isolated structure in a non-equilibrium geometry.

The geometry in XYZ format:
```
101
C31H67AlBrS wB97M-V/def2-TZVPD
C 1.8125 8.6442 3.1352
C 1.7070 7.4329 3.1070
C 1.7997 5.9190 2.7657
C 1.9197 5.6665 1.1848
C 2.6886 4.2796 0.9883
Al 1.5980 2.7949 0.1130
C -0.1783 3.4168 -0.7039
C -1.3995 3.4081 0.3495
C 2.8436 1.9251 -1.3086
S 4.6453 2.1009 -0.9316
C 5.3004 0.5502 -0.1884
C 5.2155 0.5246 1.4147
C 1.0928 1.2723 1.4405
C 0.2044 0.1771 0.7278
C 1.0505 -0.9265 -0.0356
Br -0.9634 -0.8342 2.0448
H 1.8820 9.6865 3.5165
H 0.8470 5.4114 3.0904
H 2.6514 5.4497 3.3425
H 2.4930 6.5389 0.7480
H 0.8883 5.5515 0.7517
H 3.1253 3.8778 1.9601
H 3.5933 4.5049 0.3356
H -0.1189 4.3936 -1.2629
H -0.4530 2.6253 -1.4801
H -2.0939 2.5330 0.1341
H -2.0569 4.3286 0.2298
H -1.0589 3.2877 1.4138
H 2.5158 0.8725 -1.5391
H 2.6633 2.5281 -2.2596
H 6.4119 0.5104 -0.4209
H 4.8607 -0.3924 -0.6175
H 6.0443 1.1552 1.8611
H 5.3810 -0.5638 1.7041
H 4.2089 0.8424 1.7946
H 0.4009 1.7725 2.1904
H 2.0213 0.8495 1.9144
H -0.5355 0.6416 0.0095
H 0.8773 -0.8955 -1.1533
H 2.1500 -0.7971 0.1988
H 0.7789 -1.9680 0.2951
C -1.3136 -5.8577 -4.0556
C -0.7876 -4.6825 -3.2410
C -0.2151 -5.0940 -1.8845
C -1.2161 -5.7408 -0.9232
C -2.4436 -4.8917 -0.5937
C -2.0991 -3.5857 0.1125
H -2.1432 -6.3586 -3.5521
H -1.6778 -5.5120 -5.0262
H -0.5240 -6.5925 -4.2341
H -1.5798 -3.9393 -3.1128
H 0.0043 -4.1890 -3.8141
H 0.2293 -4.2135 -1.4093
H 0.6103 -5.7968 -2.0463
H -0.6917 -5.9834 0.0084
H -1.5515 -6.6986 -1.3358
H -3.1051 -5.4751 0.0556
H -3.0177 -4.6778 -1.5012
H -1.5624 -3.7778 1.0437
H -3.0103 -3.0356 0.3565
H -1.4814 -2.9388 -0.5134
C 0.8356 -4.1985 2.5885
C 0.3791 -5.5772 3.0488
C 0.5653 -5.8069 4.5489
C 2.0142 -5.7566 5.0409
C 2.9653 -6.7457 4.3681
C 2.5869 -8.2034 4.6035
H 1.9052 -4.0510 2.7542
H 0.6478 -4.0770 1.5193
H 0.2924 -3.4112 3.1174
H 0.9017 -6.3495 2.4750
H -0.6849 -5.6883 2.8122
H 0.1239 -6.7735 4.8141
H -0.0107 -5.0533 5.0970
H 2.0178 -5.9397 6.1216
H 2.4088 -4.7444 4.9079
H 3.9732 -6.5805 4.7623
H 3.0223 -6.5514 3.2928
H 2.5660 -8.4321 5.6724
H 3.3179 -8.8644 4.1315
H 1.6079 -8.4393 4.1814
C -4.7621 7.4276 -5.1555
C -5.2237 6.0497 -4.6981
C -5.0404 5.8167 -3.1980
C -3.5920 5.8613 -2.7032
C -2.6427 4.8704 -3.3756
C -3.0258 3.4145 -3.1434
H -3.6929 7.5711 -4.9874
H -4.9472 7.5526 -6.2254
H -5.3035 8.2156 -4.6254
H -4.7029 5.2776 -5.2719
H -6.2875 5.9424 -4.9367
H -5.4852 4.8515 -2.9357
H -5.6154 6.5715 -2.6492
H -3.5911 5.6762 -1.6234
H -3.1936 6.8730 -2.8334
H -1.6360 5.0312 -2.9790
H -2.5825 5.0664 -4.4515
H -3.0491 3.1849 -2.0754
H -2.2951 2.7534 -3.6148
H -4.0054 3.1816 -3.5685
```

Computed properties:
Orbital gap (eV): 6.74
Net charge: -1

Mulliken population analysis, charges in e, atoms 1 to 4:
1 C 0.032
2 C -0.658
3 C -0.395
4 C -0.383



ORCA calculation (wB97M-V/def2-TZVPD) on C4H9BrN2 in the gas phase in a non-equilibrium geometry.

The geometry in XYZ format:
```
16
C4H9BrN2 wB97M-V/def2-TZVPD
C -0.4505 0.9117 -0.2365
C 0.9136 1.4155 0.0894
C -0.1853 -0.5216 -0.6874
C 1.6994 0.2625 0.6093
N -1.9999 -1.6863 0.5602
N -1.1405 -1.4531 -0.5851
Br 3.3346 -0.1533 -0.1411
H -0.9694 1.0089 0.6313
H -0.7583 1.4449 -1.1517
H 1.6914 1.8472 -0.6801
H 0.9552 2.2580 0.7983
H 0.4800 -0.7554 -1.5291
H 1.6640 0.1737 1.6625
H -2.8719 -1.3052 0.3449
H -1.6197 -1.2040 1.3486
H -0.7426 -2.2435 -1.0334
```

Computed properties:
Orbital gap (alpha / beta) (eV): 7.77 / 7.33
Energy above the lowest of the compared OMol25 structures with the same formula, charge and spin (kcal/mol): 60.5
Net charge: 0

Mulliken population analysis, charges in e, atoms 1 to 4:
1 C -0.486
2 C -0.592
3 C -0.286
4 C -0.523



ORCA calculation (wB97M-V/def2-TZVPD) on C30H29BBeBr3F4MgNNaO15S as an isolated structure in a non-equilibrium geometry.

The geometry in XYZ format:
```
87
C30H29BBeBr3F4MgNNaO15S wB97M-V/def2-TZVPD
C 2.7127 -2.6686 -4.1751
C 1.8615 -2.4501 -2.9228
O 1.8768 -1.4857 -2.2701
O 0.9357 -3.5451 -2.5714
C 1.2889 -4.2030 -1.3654
C 2.0597 -5.5513 -1.5425
C 1.8022 -6.3396 -2.8271
C 0.6746 -6.6435 -3.5646
S -1.0272 -6.1510 -3.1829
C 1.1909 -7.5196 -4.7154
O 0.5398 -7.7595 -5.6627
O 2.4476 -7.9161 -4.4050
C 2.9949 -7.0248 -3.4857
O 4.1321 -6.8676 -3.2572
H 3.7428 -2.3878 -3.9514
H 2.6487 -3.7219 -4.4981
H 2.2873 -2.0658 -4.9843
H 1.8962 -3.5499 -0.6605
H 0.3155 -4.4511 -0.8162
H 3.1292 -5.3491 -1.4251
H 1.7860 -6.2362 -0.7235
H -1.2212 -4.7931 -3.7081
Na 0.2729 -3.8911 0.5725
C -0.0494 1.4135 0.7676
C -1.2831 0.5574 1.0192
C -2.5344 1.4083 1.1713
O -1.0840 -0.2219 2.2077
H 0.1281 2.0915 1.6050
H 0.8405 0.7847 0.6731
H -0.1544 2.0034 -0.1355
H -1.4165 -0.1472 0.1898
H -2.4395 2.0865 2.0225
H -3.4053 0.7775 1.3630
H -2.7227 1.9985 0.2811
H -0.9650 0.3907 2.9412
C -0.7770 4.0628 -2.6189
C -0.9184 4.4860 -3.9522
C -2.3468 4.8856 -4.3312
O -2.6171 5.3714 -5.4793
C -3.3703 4.7043 -3.4047
C -3.2577 4.2627 -2.0529
C -1.8199 3.9656 -1.6131
O -1.5277 3.6514 -0.4780
O -4.1615 4.1122 -1.2660
O -0.0483 4.5720 -4.8000
H 0.2062 3.7811 -2.2602
H -4.3739 4.9371 -3.7988
C 4.9203 -1.8921 1.3381
C 5.3152 -0.6422 1.1351
C 4.8429 0.4628 2.0036
O 5.1958 1.5985 1.8086
C 3.9144 0.1149 3.1089
C 3.5204 -1.1401 3.3056
C 3.9961 -2.2342 2.4332
O 3.6270 -3.3900 2.5961
H 5.2544 -2.7124 0.7142
H 5.9939 -0.3697 0.3380
H 3.5794 0.9330 3.7330
H 2.8403 -1.4164 4.1016
Mg 0.3318 -4.5751 -4.1958
B 8.1311 -1.0028 3.6703
F 8.3690 0.3552 3.4039
F 6.9885 -1.1296 4.5023
F 7.8701 -1.6753 2.4521
F 9.2445 -1.5745 4.2952
N 4.4131 2.7096 -1.1946
O 3.2952 2.3739 -0.7943
O 5.1740 1.8617 -1.6558
O 4.7542 3.8798 -1.1458
C -7.0350 3.9462 3.6466
C -7.8843 3.4679 2.6571
C -7.4148 3.3008 1.3609
C -6.0928 3.6020 1.0546
C -5.2441 4.0751 2.0448
C -5.7156 4.2519 3.3394
H -7.4013 4.0812 4.6573
H -8.9128 3.2274 2.8963
H -8.0796 2.9352 0.5880
H -5.7276 3.4686 0.0506
H -4.2132 4.3079 1.8058
H -5.0536 4.6271 4.1100
Be -4.3101 5.6562 -5.8217
C -5.4344 1.0595 5.8679
Br -3.7214 1.4249 5.0620
Br -5.6476 -0.8139 6.2736
Br -5.7450 2.1680 7.4112
H -6.1880 1.3154 5.1347
```

Computed properties:
Orbital gap (eV): 1.51
Net charge: +1

Mulliken population analysis, charges in e, atoms 1 to 4:
1 C -0.899
2 C 0.678
3 O -0.361
4 O -0.455



ORCA calculation (wB97M-V/def2-TZVPD) on a 2-piece molecular cluster, C3H3Cl2NS overall in a non-equilibrium geometry.

The geometry in XYZ format:
```
10
C3H3Cl2NS wB97M-V/def2-TZVPD
S 2.1410 2.0549 -0.7962
N 1.9735 0.4110 -1.1375
C 2.3033 -0.5157 -0.2468
Cl 1.9964 -2.1898 -0.7891
Cl 2.8338 -0.2216 1.2642
H 2.0388 0.2073 -2.1912
C -0.6140 0.4013 0.9142
C -0.6615 -0.6300 1.5392
H -0.5235 1.4408 0.5850
H -0.7189 -1.3857 2.2740
```

Computed properties:
Orbital gap (alpha / beta) (eV): 7.61 / 7.60
Energy above the lowest of the compared OMol25 structures with the same formula, charge and spin (kcal/mol): 77.7
Net charge: 0
SMILES string: [S-][NH+]=C(Cl)Cl.C#C

Mulliken population analysis, charges in e, atoms 1 to 4:
1 S -0.345
2 N -0.241
3 C 0.438
4 Cl -0.146



ORCA calculation (wB97M-V/def2-TZVPD) on a 9-piece molecular cluster, C10H42N17O11P2 overall in a non-equilibrium geometry.

The geometry in XYZ format:
```
82
C10H42N17O11P2 wB97M-V/def2-TZVPD
C -3.4423 -0.1831 2.5170
N -4.5660 -1.1557 2.6807
C -4.1768 -2.4165 3.3385
P -4.3194 -3.9275 2.1773
P -2.4953 -4.0525 0.9557
O -1.4796 -4.9345 1.6663
O -1.9220 -2.4586 0.8027
O -2.8620 -4.5771 -0.5944
H -3.2138 -0.0950 1.4096
H -2.5269 -0.4236 3.1148
H -3.8257 0.8219 2.8429
H -5.0905 -1.3009 1.8188
H -4.9403 -2.6128 4.1580
H -3.1672 -2.3908 3.8269
H -5.5144 -3.7956 1.4010
H -4.4480 -5.1232 2.9646
H -2.6633 -1.9818 0.3391
H -2.8590 -3.7786 -1.1830
C -2.0762 3.0935 4.0961
O -2.5289 1.9959 4.4110
N -0.7463 3.3314 4.0004
N -2.8717 4.1558 3.8210
H -0.3552 4.2197 3.7478
H -0.1258 2.5656 4.2040
H -3.8651 4.0151 3.8848
H -2.5246 5.0608 3.5634
C -0.5839 0.6539 7.4998
O 0.1083 1.6470 7.3318
N -1.6131 0.3373 6.6719
N -0.3798 -0.2135 8.5264
H -2.1941 -0.4713 6.7873
H -1.7890 0.9663 5.8999
H 0.3749 -0.0077 9.1578
H -0.9348 -1.0334 8.6833
C 1.8199 -5.2556 -1.1969
O 2.4761 -4.8199 -2.1309
N 2.1717 -6.3739 -0.5131
N 0.6800 -4.6551 -0.7657
H 1.6460 -6.7469 0.2556
H 3.0099 -6.8454 -0.8051
H 0.3908 -3.8242 -1.2497
H 0.1230 -4.9941 -0.0013
C -2.2469 -0.5526 -2.4653
O -2.8623 -1.4321 -1.8539
N -0.9348 -0.6540 -2.7661
N -2.8379 0.5881 -2.8839
H -0.4172 0.0546 -3.2638
H -0.4570 -1.4883 -2.4716
H -3.8156 0.7022 -2.6800
H -2.3539 1.3166 -3.3803
C 0.5425 2.5802 -1.3511
O 0.1806 2.6439 -2.5212
N 1.2447 3.5695 -0.7465
N 0.2654 1.5037 -0.5695
H 1.5481 3.5317 0.2084
H 1.4719 4.3858 -1.3021
H -0.2542 0.7568 -0.9979
H 0.5457 1.4166 0.3893
C 5.7454 -3.2073 -5.0424
O 6.1734 -2.5706 -5.9966
N 6.5600 -3.8531 -4.1690
N 4.4202 -3.3184 -4.7782
H 6.2286 -4.3788 -3.3817
H 7.5495 -3.7919 -4.3337
H 3.7863 -2.8544 -5.4048
H 4.0438 -3.8335 -4.0014
C 1.4767 7.1675 -2.0004
O 1.8800 6.0692 -2.3601
N 2.1587 8.3118 -2.2526
N 0.3122 7.3306 -1.3201
H 1.8474 9.2218 -1.9685
H 3.0256 8.2279 -2.7552
H -0.2209 6.5024 -1.1178
H -0.0373 8.2204 -1.0169
C 3.2693 0.3781 -4.6778
O 2.5053 -0.3434 -4.0469
N 3.1236 1.7281 -4.7223
N 4.3195 -0.1128 -5.3789
H 3.7357 2.3383 -5.2305
H 2.3523 2.1256 -4.2102
H 4.4546 -1.1102 -5.3647
H 4.9587 0.4560 -5.9016
```

Computed properties:
Orbital gap (eV): 6.88
Net charge: +1

Mulliken population analysis, charges in e, atoms 1 to 4:
1 C -0.510
2 N -0.286
3 C -0.500
4 P -0.064



ORCA calculation (wB97M-V/def2-TZVPD) on a 3-piece molecular cluster, C3H10O3S overall in a non-equilibrium geometry.

The geometry in XYZ format:
```
17
C3H10O3S wB97M-V/def2-TZVPD
O -2.3881 0.9219 0.8103
C -1.3114 0.4955 1.1768
C -0.1945 0.4446 0.1742
C 0.3357 -0.9992 0.0113
S 1.8207 -0.8817 -1.1570
H -1.1702 0.0858 2.1975
H 0.6794 1.0224 0.4991
H -0.6024 0.8629 -0.7308
H 0.2724 -1.5508 0.9493
H -0.2946 -1.5156 -0.7189
H 1.0173 -1.0474 -2.2101
O -2.2427 0.0438 -1.9413
H -2.5249 0.8637 -2.3585
H -2.6125 0.1104 -1.0456
O 2.7238 0.5700 1.5053
H 2.8758 -0.2994 1.1165
H 3.6162 0.8732 1.7220
```

Computed properties:
Orbital gap (eV): 9.76
Energy above the lowest of the compared OMol25 structures with the same formula, charge and spin (kcal/mol): 20.5
Net charge: 0
SMILES string: O=CCCS.O.O

Mulliken population analysis, charges in e, atoms 1 to 4:
1 O -0.539
2 C -0.004
3 C -0.197
4 C -0.989



ORCA calculation (wB97M-V/def2-TZVPD) on a 2-piece molecular cluster, C3H5NO overall in a non-equilibrium geometry.

The geometry in XYZ format:
```
10
C3H5NO wB97M-V/def2-TZVPD
C -0.2173 1.2147 -0.7028
N -1.3970 0.8847 0.0351
O -1.7173 1.5698 0.9460
H 0.6280 1.2715 -0.0536
H -0.0256 0.3971 -1.4119
H -0.4689 2.1343 -1.3197
C 0.6434 -2.2024 0.1279
C 1.0288 -1.6788 1.1377
H 0.3024 -2.6887 -0.7038
H 1.2236 -0.9023 1.9451
```

Computed properties:
Orbital gap (eV): 9.08
Energy above the lowest of the compared OMol25 structures with the same formula, charge and spin (kcal/mol): 120.5
Net charge: 0
SMILES string: CN=O.C#C

Mulliken population analysis, charges in e, atoms 1 to 4:
1 C -0.530
2 N 0.001
3 O -0.290
4 H 0.287